DFT (ωB97M-V/def2-TZVPD) results for C27H20ClN4O2S2Sn as an isolated structure.

Element x y z (Å)
Sn1 -0.87 -1.39 -1.65
S1 -1.02 -2.49 5.70
C1 -0.99 -4.14 6.11
C2 -0.98 -4.94 5.02
C3 -1.00 -4.19 3.80
C4 -1.01 -2.84 4.01
C5 -1.03 -1.74 3.01
C6 -0.99 -2.00 1.63
N1 -1.01 -1.06 0.70
C7 -1.04 0.24 1.11
C8 -1.03 0.59 2.45
C9 -1.00 1.98 2.83
C10 -1.02 2.95 1.90
C11 -1.04 2.60 0.49
C12 -1.03 3.58 -0.50
C13 -1.07 3.20 -1.83
C14 -1.08 1.82 -2.13
N2 -1.06 0.89 -1.20
C15 -1.05 1.26 0.11
C16 -1.05 4.19 -2.91
C17 -1.03 3.98 -4.28
C18 -1.02 5.18 -5.03
C19 -1.00 6.28 -4.24
S2 -1.01 5.89 -2.58
C20 -1.01 -0.42 3.40
H1 -0.96 -4.40 7.16
H2 -1.00 -6.01 5.05
H3 -1.01 -4.66 2.82
H4 -0.93 -3.03 1.28
H5 -0.94 2.22 3.88
H6 -1.02 4.00 2.18
H7 -0.99 4.62 -0.21
H8 -1.10 1.50 -3.16
H9 -1.03 3.00 -4.74
H10 -0.98 5.18 -6.11
H11 -0.96 7.31 -4.54
H12 -0.99 -0.17 4.44
Cl1 7.82 -2.32 -1.11
C21 6.16 -1.79 -1.16
C22 5.85 -0.46 -1.39
C23 4.53 -0.06 -1.46
C24 3.49 -0.97 -1.32
C25 3.81 -2.30 -1.09
C26 5.13 -2.71 -0.99
C27 2.09 -0.47 -1.41
O1 1.82 0.71 -1.50
O2 1.14 -1.40 -1.40
H13 6.66 0.25 -1.53
H14 4.28 0.97 -1.64
H15 3.02 -3.03 -0.98
H16 5.40 -3.75 -0.82
N3 -3.69 -2.65 -1.08
N4 -3.73 -1.21 -1.10
H17 -4.63 -3.06 -1.24
H18 -3.39 -2.92 -0.16
H19 -4.51 -0.86 -0.55
H20 -3.90 -0.93 -2.07

As for the molecular weight: 650.78 u. The LUMO energy comes out at -0.1358 hartree. Its total energy is -2881.13288 Eh. As for the frontier orbital gap: 0.262 hartree. Its total charge is +1. As for the HOMO energy: -10.8 eV.

Atomic partial charges in e from the Mulliken method, atoms 1 to 2: atom 1 (Sn): 0.92, atom 2 (S): -0.18